Entry 1:
17
Properties=species:S:1:pos:R:3:lowdin_charge:R:1 method="wB97M-V/def2-TZVPD" spin_multiplicity=1 de_lowest_kcal_mol=90.1 smiles="C=CC(=C)C=C.O" molar_mass_g_mol=98.14 homo_lumo_gap_ev=8.45 total_energy_ha=-309.698818
C 1.75 -0.08 -1.03 -0.04
C 1.07 0.83 -0.28 -0.15
C 0.05 0.61 0.83 -0.32
C -0.37 1.70 1.49 0.05
C -0.42 -0.79 0.98 -0.16
C -1.16 -1.18 2.06 0.02
H 1.80 0.05 -2.16 0.08
H 1.92 -1.09 -0.59 0.06
H 1.32 2.01 -0.25 0.14
H -1.09 1.85 2.34 0.09
H -0.26 2.60 1.02 0.02
H -0.02 -1.59 0.32 0.10
H -1.67 -2.17 1.87 0.08
H -1.13 -0.41 2.86 0.06
O -0.88 -1.06 -3.19 -0.09
H -0.81 -0.24 -3.72 0.04
H -0.10 -1.01 -2.56 0.02



Entry 2:
21
Properties=species:S:1:pos:R:3:lowdin_charge:R:1 method="wB97M-V/def2-TZVPD" spin_multiplicity=1 de_lowest_kcal_mol=0.0 molar_mass_g_mol=215.20 homo_lumo_gap_ev=9.77 total_energy_ha=-1136.381488
C 0.92 0.24 1.82 -0.50
C -0.37 1.79 0.27 -0.27
C 0.93 1.15 0.54 -0.28
C 0.34 0.06 -1.60 -0.42
C 2.62 -0.24 -0.66 -0.02
C -3.20 -1.52 -0.77 -0.51
N 1.23 0.35 -0.66 -0.30
O 0.50 -1.00 1.64 0.13
O 1.31 0.61 2.89 0.13
F -2.04 -1.49 -0.08 0.06
F -4.19 -1.53 0.12 0.12
F -3.27 -2.62 -1.50 0.15
S -0.99 1.07 -1.42 0.90
H -1.14 1.48 1.02 0.10
H -0.41 2.80 0.13 0.04
H 1.72 1.80 0.68 0.12
H -3.25 -0.65 -1.31 0.10
H 3.21 0.45 0.19 0.16
H 2.67 -1.26 -0.24 0.07
H 2.90 -0.31 -1.74 0.09
H 0.52 -1.20 0.68 0.11



Entry 3:
20
Properties=species:S:1:pos:R:3:lowdin_charge:R:1 method="wB97M-V/def2-TZVPD" spin_multiplicity=1 de_lowest_kcal_mol=88.3 smiles="C=C(C)/C=C/CO.O" molar_mass_g_mol=116.16 homo_lumo_gap_ev=9.58 total_energy_ha=-386.179416
C -2.46 -0.13 -1.72 0.04
C -1.66 0.98 -1.76 -0.38
C -2.27 2.31 -1.82 -0.07
C -0.23 0.78 -1.40 -0.10
C 0.26 0.76 -0.18 -0.08
C 1.72 1.02 0.06 -0.25
O 2.25 -0.13 0.72 -0.13
H -3.52 -0.08 -1.76 0.04
H -2.20 -1.16 -1.84 0.05
H -1.41 3.03 -1.77 0.09
H -2.86 2.29 -0.78 0.14
H -2.96 2.46 -2.63 0.07
H 0.49 0.79 -2.18 0.10
H -0.43 0.47 0.65 0.13
H 1.94 1.91 0.59 0.10
H 2.27 1.02 -0.87 0.11
H 1.99 -0.29 1.72 0.14
O 1.74 -4.40 4.50 -0.06
H 1.86 -4.56 3.61 -0.03
H 0.85 -3.89 4.52 0.09



Entry 4:
54
Properties=species:S:1:pos:R:3:lowdin_charge:R:1 method="wB97M-V/def2-TZVPD" spin_multiplicity=1 molar_mass_g_mol=393.07 homo_lumo_gap_ev="6.06 / 6.06" total_energy_ha=-1169.412853
C 0.45 3.39 -3.55 -0.10
C -0.80 2.86 -3.24 -0.07
C -0.92 1.73 -2.44 -0.37
C 0.23 1.10 -2.03 -0.26
C 1.47 1.66 -2.20 -0.34
C 1.62 2.83 -3.00 -0.05
C -2.28 1.32 -1.99 -0.25
C -2.71 -0.09 -1.60 -0.57
N -2.14 -1.17 -2.39 -0.25
Sr -1.06 -0.26 -0.33 1.03
C 2.63 0.99 -1.47 -0.31
P 1.89 -0.62 -0.81 0.78
H -1.67 3.35 -3.65 0.10
H 2.64 3.26 -3.16 0.11
H 0.58 4.26 -4.21 0.10
H 2.96 1.56 -0.57 0.09
H 3.52 0.78 -2.11 0.09
H -2.61 1.97 -1.17 0.13
H -3.01 1.55 -2.75 0.10
H -1.95 -1.39 -1.47 -0.07
C 3.30 -1.20 0.17 -0.32
C 2.11 -1.59 -2.36 -0.27
H -3.38 -0.36 -0.73 0.11
C -1.42 -0.81 -3.70 0.06
C -3.00 -2.40 -2.42 0.00
H 0.21 -1.38 1.77 0.01
H -1.90 -1.51 -4.41 0.09
H -1.66 0.21 -4.05 0.11
H -0.30 -0.96 -3.75 0.10
H -3.15 -2.59 -3.48 0.09
H -2.56 -3.26 -1.86 0.11
H -3.91 -2.11 -1.92 0.09
H 3.17 -1.56 -2.64 0.04
H 1.79 -2.62 -2.14 0.04
H 1.49 -1.17 -3.18 0.01
H 4.24 -1.01 -0.37 0.03
H 3.29 -0.66 1.13 0.03
H 3.15 -2.27 0.36 0.04
H -0.75 -2.07 0.22 -0.17
C 1.30 -0.66 5.50 -0.04
C 0.06 0.06 4.96 -0.65
C -1.18 -0.63 5.45 -0.08
C 0.13 1.49 5.41 -0.07
C -0.11 -0.01 3.43 0.05
C -0.57 -0.62 2.26 -0.11
H 1.19 -0.64 6.58 0.09
H 2.24 -0.15 5.25 0.09
H 1.36 -1.71 5.20 0.09
H -1.19 -0.56 6.53 0.08
H -2.08 -0.17 5.05 0.09
H -1.19 -1.69 5.18 0.10
H 1.09 1.96 5.18 0.09
H -0.67 2.09 5.00 0.09
H 0.03 1.48 6.48 0.08



Entry 5:
9
Properties=species:S:1:pos:R:3:lowdin_charge:R:1 method="wB97M-V/def2-TZVPD" spin_multiplicity=1 de_lowest_kcal_mol=18.1 smiles="N#CC#CC(N)=O" molar_mass_g_mol=94.07 homo_lumo_gap_ev=10.52 total_energy_ha=-338.312651
N 3.79 0.88 0.76 0.17
C 2.81 0.29 0.63 -0.22
C 1.55 -0.27 0.52 0.01
C 0.37 -0.54 0.50 0.11
C -1.09 -0.73 0.56 -0.55
N -1.76 0.45 0.61 0.17
O -1.61 -1.83 0.57 0.08
H -1.28 1.34 0.62 0.11
H -2.76 0.42 0.68 0.12



Entry 6:
47
Properties=species:S:1:pos:R:3:lowdin_charge:R:1 method="wB97M-V/def2-TZVPD" spin_multiplicity=1 de_lowest_kcal_mol=0.0 smiles="CCOC(=O)c1cccc(NC(=O)CN2C(=O)[C@@H]3[C@H](C2=O)[C@H]2C=C[C@@H]3C2)c1" molar_mass_g_mol=368.39 homo_lumo_gap_ev=9.41 total_energy_ha=-1259.911667
C 0.95 2.21 -6.30 -0.06
C -0.50 1.78 -6.11 -0.21
O -0.59 0.51 -5.47 -0.01
C -0.48 0.50 -4.13 -0.44
O -0.33 1.49 -3.47 0.12
C -0.58 -0.87 -3.57 -0.11
C -0.76 -1.98 -4.39 -0.02
C -0.85 -3.24 -3.82 -0.07
C -0.75 -3.39 -2.45 -0.02
C -0.57 -2.29 -1.63 -0.20
N -0.47 -2.51 -0.25 0.13
C -0.28 -1.61 0.75 -0.41
O -0.15 -0.42 0.61 0.11
C -0.24 -2.28 2.13 -0.02
N 0.01 -1.29 3.14 0.05
C 1.29 -0.86 3.46 -0.38
O 2.29 -1.36 3.03 0.13
C 1.15 0.29 4.43 -0.11
C -0.36 0.48 4.63 -0.11
C -1.00 -0.57 3.76 -0.38
O -2.17 -0.81 3.61 0.13
C -0.61 1.91 4.08 -0.21
C 0.09 2.82 5.07 -0.04
C 1.40 2.66 4.90 -0.04
C 1.59 1.64 3.80 -0.21
C 0.38 1.96 2.91 -0.07
C -0.48 -1.02 -2.19 0.07
H 1.49 1.45 -6.86 0.08
H 0.98 3.15 -6.85 0.08
H 1.43 2.34 -5.34 0.08
H -1.03 2.53 -5.50 0.12
H -1.01 1.65 -7.07 0.12
H -0.84 -1.86 -5.46 0.11
H -0.99 -4.11 -4.45 0.11
H -0.82 -4.38 -2.01 0.11
H -0.56 -3.48 0.02 0.15
H -1.21 -2.75 2.35 0.14
H 0.56 -3.02 2.17 0.14
H 1.72 0.08 5.34 0.16
H -0.71 0.38 5.65 0.16
H -1.65 2.13 3.88 0.15
H -0.41 3.42 5.79 0.11
H 2.21 3.10 5.45 0.11
H 2.57 1.60 3.33 0.15
H 0.45 2.95 2.47 0.13
H 0.19 1.23 2.13 0.10
H -0.34 -0.14 -1.58 0.11



Entry 7:
44
Properties=species:S:1:pos:R:3:lowdin_charge:R:1 method="wB97M-V/def2-TZVPD" spin_multiplicity=1 de_lowest_kcal_mol=0.0 smiles=c1ccc(Cn2c(SCc3nc4ccccc4s3)nnc2-c2ccco2)cc1 molar_mass_g_mol=404.52 homo_lumo_gap_ev=8.57 total_energy_ha=-1900.484730
C 1.34 3.75 -0.25 -0.08
C 0.53 2.69 0.12 -0.06
C 0.79 1.42 -0.35 -0.02
C 1.86 1.19 -1.21 -0.22
C 2.15 -0.19 -1.75 -0.10
N 1.69 -1.24 -0.90 -0.01
C 0.52 -1.94 -1.03 -0.66
S -0.61 -1.68 -2.32 0.98
C -2.00 -2.63 -1.61 -0.42
C -2.84 -1.77 -0.75 -0.62
N -4.06 -1.49 -1.00 0.11
C -4.61 -0.67 -0.06 -0.31
C -5.92 -0.21 -0.04 -0.02
C -6.31 0.63 0.99 -0.09
C -5.43 1.00 1.99 -0.09
C -4.12 0.55 1.99 -0.10
C -3.72 -0.28 0.97 -0.46
S -2.16 -1.02 0.70 1.08
N 0.40 -2.82 -0.07 0.01
N 1.48 -2.72 0.71 0.09
C 2.25 -1.78 0.24 -0.22
C 3.51 -1.38 0.81 -0.20
C 4.24 -0.22 0.73 0.00
C 5.37 -0.41 1.55 -0.05
C 5.25 -1.66 2.07 -0.11
O 4.13 -2.25 1.63 0.07
C 2.67 2.26 -1.58 -0.06
C 2.41 3.53 -1.10 -0.08
H 1.14 4.74 0.13 0.10
H -0.30 2.85 0.79 0.11
H 0.15 0.60 -0.05 0.07
H 1.65 -0.30 -2.72 0.11
H 3.23 -0.31 -1.91 0.14
H -1.54 -3.44 -1.04 0.07
H -2.59 -3.00 -2.45 0.09
H -6.60 -0.50 -0.82 0.11
H -7.33 0.99 1.02 0.10
H -5.76 1.66 2.78 0.10
H -3.43 0.84 2.77 0.11
H 3.99 0.67 0.19 0.09
H 6.16 0.29 1.72 0.10
H 5.87 -2.22 2.73 0.12
H 3.50 2.09 -2.24 0.12
H 3.05 4.35 -1.39 0.10



Entry 8:
81
Properties=species:S:1:pos:R:3:lowdin_charge:R:1 method="wB97M-V/def2-TZVPD" spin_multiplicity=1 de_lowest_kcal_mol=0.0 molar_mass_g_mol=810.24 total_charge=-2 homo_lumo_gap_ev=3.93 total_energy_ha=-5521.528894
Rb 0.13 -0.96 -0.02 1.08
C -0.16 3.01 -0.53 -0.11
C -1.14 2.73 -1.68 -0.20
N -1.29 1.32 -1.97 -0.09
C -1.17 0.87 -3.35 -0.22
C 0.25 1.00 -3.87 -0.23
N 1.21 0.65 -2.82 -0.06
C 2.57 0.45 -3.30 -0.24
C 3.59 1.05 -2.35 -0.18
C 3.58 0.41 -0.96 -0.22
N 2.58 0.96 -0.04 -0.09
C 3.01 2.16 0.65 -0.23
C 2.41 2.33 2.05 -0.21
N 0.98 2.39 2.21 -0.01
C 0.20 3.55 1.87 -0.26
H 0.40 3.92 -0.75 0.12
H 0.55 2.18 -0.49 0.09
H -0.73 3.21 -2.57 0.11
H -2.10 3.23 -1.47 0.12
H -2.05 0.89 -1.48 0.07
H -1.84 1.40 -4.05 0.11
H -1.45 -0.18 -3.37 0.05
H 0.47 2.03 -4.19 0.10
H 0.33 0.36 -4.76 0.11
H 0.90 -0.22 -2.39 0.03
H 2.68 0.91 -4.29 0.10
H 2.78 -0.62 -3.43 0.12
H 3.39 2.13 -2.24 0.10
H 4.60 0.95 -2.78 0.10
H 4.58 0.48 -0.51 0.10
H 3.37 -0.66 -1.07 0.12
H 2.33 0.25 0.64 0.02
H 2.78 3.05 0.04 0.10
H 4.11 2.17 0.80 0.11
H 2.87 3.23 2.48 0.11
H 2.76 1.48 2.65 0.12
H 0.50 1.50 2.29 0.08
H 0.86 4.35 1.53 0.11
H -0.37 3.92 2.71 0.05
Se -1.73 5.97 1.97 0.64
N -2.85 4.70 2.42 -0.44
C -2.77 3.37 2.16 -0.34
C -3.82 2.59 2.72 -0.02
C -4.06 1.32 2.29 -0.05
C -3.27 0.83 1.23 -0.08
N -2.26 1.49 0.72 0.15
C -1.92 2.69 1.21 -0.25
N -0.77 3.28 0.79 -0.06
H -4.43 3.06 3.48 0.11
H -4.84 0.71 2.72 0.10
H -3.46 -0.16 0.81 0.12
O 1.96 -1.26 1.89 -0.13
C 1.00 -1.18 2.68 -0.72
O 0.00 -0.42 2.61 -0.14
C 1.05 -2.13 3.87 -0.11
C 1.64 -3.39 3.74 0.01
C 1.70 -4.25 4.83 0.00
C 1.20 -3.81 6.04 -0.16
C 0.62 -2.57 6.20 0.00
C 0.53 -1.74 5.09 0.00
N 1.29 -4.71 7.22 -0.36
O 1.84 -5.78 7.08 0.06
O 0.94 -4.27 8.30 0.05
H 2.05 -3.68 2.78 0.13
H 2.14 -5.23 4.75 0.11
H 0.23 -2.28 7.16 0.11
H 0.06 -0.77 5.17 0.12
O -1.66 -2.00 -1.58 -0.65
S -0.62 -2.83 -2.27 -0.08
O 0.73 -2.22 -2.06 -0.67
O -0.64 -4.20 -1.74 -0.46
S -1.01 -2.80 -4.26 0.06
C -3.86 -3.97 -0.26 -0.41
S -3.60 -3.69 1.52 0.69
C -1.79 -3.75 1.51 -0.42
H -3.22 -3.30 -0.84 0.00
H -4.91 -3.76 -0.47 0.02
H -3.64 -5.00 -0.53 0.04
H -1.43 -4.78 1.42 0.04
H -1.42 -3.29 2.42 0.02
H -1.48 -3.20 0.63 -0.02